[1]
C29H33CrN3O | the ωB97M-V functional and the def2-TZVPD basis

Summary:
Molar mass (g mol⁻¹): 491.60
Expectation value of S²: 3.82
E_LUMO (alpha / beta) (Eh): 0.087 / 0.087

ORCA input file:
```
! wB97M-V def2-TZVPD RIJCOSX def2/J DEFGRID3
* xyz -1 4
Cr 0.11459 -0.02686 1.17415
N -1.24321 -1.90262 3.27639
N -0.56815 -2.06375 -0.06289
C 1.28141 1.68448 0.71591
C 2.15766 0.57798 1.03546
C 1.85971 0.15046 2.38040
C 2.53854 -0.94638 3.12954
H 3.09548 -1.59822 2.44643
H 1.81034 -1.55974 3.67694
H 3.25109 -0.54966 3.86572
C 0.80321 0.98318 2.89396
C 0.22493 0.92199 4.26641
H 0.81874 1.51401 4.97683
H 0.18715 -0.11030 4.62931
H -0.80035 1.30887 4.28777
C 0.45524 1.93887 1.86844
C -0.51745 3.05926 2.00894
H -1.33906 2.79472 2.68269
H -0.95553 3.33224 1.04238
H -0.04308 3.96542 2.41337
C 3.20771 -0.02778 0.16520
H 4.18143 -0.08741 0.67011
H 3.34069 0.53728 -0.76291
H 2.92536 -1.05870 -0.10170
C 1.24671 2.49522 -0.53784
H 0.20988 2.64408 -0.87013
H 1.77286 1.99044 -1.35321
H 1.69576 3.49274 -0.41936
C -2.07783 -2.36969 4.20774
H -2.23858 -1.72116 5.07320
C -2.71276 -3.61426 4.09172
H -3.41432 -3.91750 4.86612
C -2.41601 -4.43057 2.99780
H -2.89565 -5.39474 2.85926
C -1.46450 -3.99132 2.08256
H -1.13925 -4.58844 1.23130
C -0.93857 -2.69609 2.24809
C 0.00455 -2.15439 1.24721
H 0.97464 -2.70123 1.24089
C -0.58826 -0.77842 -0.56355
C -0.45465 -2.98657 -1.09834
H -0.39565 -4.04464 -0.90773
C -0.48267 -2.28557 -2.24533
H -0.50287 -2.62930 -3.26360
N -0.49123 -0.92745 -1.91601
C -0.39380 0.16945 -2.83432
C 0.81870 0.44345 -3.49020
C 0.88110 1.57882 -4.31083
H 1.82026 1.81914 -4.81014
C -0.22775 2.40754 -4.49293
C -0.16611 3.59893 -5.40986
H -0.19913 4.54134 -4.84438
H -1.01826 3.61346 -6.10382
H 0.75854 3.59734 -5.99863
C -1.41483 2.11550 -3.81669
H -2.28352 2.76061 -3.94605
C -1.50959 1.00159 -2.97509
C -2.77626 0.68818 -2.25041
H -3.19572 -0.27604 -2.56635
H -3.51987 1.45616 -2.47644
H -2.63734 0.65719 -1.16291
C 2.05052 -0.39506 -3.30914
H 2.16305 -1.12941 -4.11890
H 2.07058 -0.93817 -2.35755
H 2.94307 0.24686 -3.34447
O -2.90525 -0.13521 1.49400
C -1.73649 -0.05008 1.47548
*
```

Results of the natural (NBO) charge analysis, in e, for atoms 1 through 6: number 1, Cr, carries 0.049; number 2, N, carries -0.587; number 3, N, carries -0.373; number 4, C, carries -0.106; number 5, C, carries -0.104; number 6, C, carries -0.040

***

[2]
C3H6N2O2 | the ωB97M-V functional and the def2-TZVPD basis

Summary:
Molar mass (g mol⁻¹): 102.09
E_LUMO (Eh): 0.025
ΔE to the lowest compared entry with this formula, charge and spin (eV): 3.856

ORCA input file:
```
! wB97M-V def2-TZVPD RIJCOSX def2/J DEFGRID3
* xyz 0 1
C 1.50837 0.18249 -0.52032
N -1.23814 -0.45648 -0.73100
C -1.87864 0.53646 -0.24386
C 0.38326 -0.26354 0.36110
O -0.54365 1.06349 0.69668
N 0.33955 -1.14326 1.25153
O -2.93152 1.06853 -0.14466
H -0.69624 1.05629 1.65546
H -1.50270 -1.15590 -1.40858
H 1.15915 -1.73753 1.29434
H 1.21578 1.00440 -1.16793
H 2.35100 0.49853 0.09763
H 1.83379 -0.65349 -1.14036
*
```

Results of the natural (NBO) charge analysis, in e, for atoms 1 through 6: number 1, C, carries -0.702; number 2, N, carries -0.825; number 3, C, carries 0.897; number 4, C, carries 0.640; number 5, O, carries -0.689; number 6, N, carries -0.780

***

[3]
C2HN2O2S | the ωB97M-V functional and the def2-TZVPD basis

Summary:
Molar mass (g mol⁻¹): 117.11
E_LUMO (alpha / beta) (Eh): 0.116 / 0.125
ΔE to the lowest compared entry with this formula, charge and spin (eV): 2.827

ORCA input file:
```
! wB97M-V def2-TZVPD RIJCOSX def2/J DEFGRID3
* xyz -1 1
C -0.56842 -0.25345 -0.59175
C -0.14274 1.07767 -0.24624
N 0.65435 1.16701 0.70430
N 0.91646 -0.94599 0.93973
O 0.83330 -1.48728 2.08545
O -0.10540 -1.26028 0.10959
S -0.80374 2.20712 -1.32695
H -0.78380 -0.50480 -1.67414
*
```

Results of the natural (NBO) charge analysis, in e, for atoms 1 through 6: number 1, C, carries 0.146; number 2, C, carries -0.135; number 3, N, carries -0.304; number 4, N, carries 0.327; number 5, O, carries -0.435; number 6, O, carries -0.328

***

[4]
C5H8ClNS | the ωB97M-V functional and the def2-TZVPD basis

Summary:
Molar mass (g mol⁻¹): 149.65
Structure (SMILES): C[C@@]1(CCl)CN1C=S
E_LUMO (Eh): 0.005
ΔE to the lowest compared entry with this formula, charge and spin (eV): 1.327

ORCA input file:
```
! wB97M-V def2-TZVPD RIJCOSX def2/J DEFGRID3
* xyz 0 1
C 0.85736 0.80262 0.89278
C 0.24044 -0.20517 -0.06366
C 1.14399 -0.72484 -1.18308
Cl 2.46139 -1.76658 -0.52536
C -0.79725 -1.16571 0.42612
N -1.10353 -0.06164 -0.50890
C -1.89625 0.95926 -0.17481
S -1.79129 2.51144 -0.69115
H 1.78618 0.46159 1.34575
H 1.20950 1.74378 0.40229
H 0.14164 1.09601 1.70024
H 1.58420 0.21138 -1.64683
H 0.73570 -1.40689 -1.97307
H -0.83812 -2.10502 -0.08422
H -1.16878 -1.09649 1.46812
H -2.56519 0.74625 0.61580
*
```

Results of the natural (NBO) charge analysis, in e, for atoms 1 through 6: number 1, C, carries -0.645; number 2, C, carries 0.095; number 3, C, carries -0.363; number 4, Cl, carries -0.082; number 5, C, carries -0.240; number 6, N, carries -0.415

***

[5]
C7H17NO | the ωB97M-V functional and the def2-TZVPD basis

Summary:
Molar mass (g mol⁻¹): 131.22
Structure (SMILES): CC(C)(N)C=O.CCC
E_LUMO (Eh): 0.034
ΔE to the lowest compared entry with this formula, charge and spin (eV): 0.903

ORCA input file:
```
! wB97M-V def2-TZVPD RIJCOSX def2/J DEFGRID3
* xyz 0 1
C 0.44607 -1.47527 -1.41195
C -0.65724 -0.42934 -1.61984
C -0.86443 -0.16049 -3.11879
N -1.94361 -0.79550 -1.04288
C -0.24672 0.90298 -1.02091
O 0.87735 1.30825 -0.92881
H 1.39593 -1.08417 -1.76560
H 0.54673 -1.71135 -0.35406
H 0.21262 -2.38852 -1.95586
H -1.15020 -1.08245 -3.62076
H 0.05213 0.21487 -3.56551
H -1.65722 0.57017 -3.25603
H -1.84803 -1.00723 -0.05525
H -2.31314 -1.62102 -1.50125
H -1.11449 1.50536 -0.69338
C 1.73951 -0.09815 2.05958
C 0.29926 0.23351 2.42820
C 0.10132 1.73377 2.60048
H 2.00050 0.37278 1.11444
H 2.41994 0.26776 2.82517
H 1.87944 -1.17337 1.96399
H 0.02613 -0.28192 3.35253
H -0.36814 -0.12520 1.63905
H 0.38112 2.25383 1.68750
H 0.72260 2.10745 3.41139
H -0.93744 1.96324 2.82854
*
```

Results of the natural (NBO) charge analysis, in e, for atoms 1 through 6: number 1, C, carries -0.618; number 2, C, carries -0.018; number 3, C, carries -0.601; number 4, N, carries -0.833; number 5, C, carries 0.452; number 6, O, carries -0.527

***

[6]
C41H29BrF4NOP2SY | the ωB97M-V functional and the def2-TZVPD basis

Summary:
Molar mass (g mol⁻¹): 890.51
E_LUMO (Eh): -0.215
ΔE to the lowest compared entry with this formula, charge and spin (eV): 0.043

ORCA input file:
```
! wB97M-V def2-TZVPD RIJCOSX def2/J DEFGRID3
* xyz 2 1
Y 0.03590 0.42140 -0.64790
F -7.27780 -1.42830 0.40770
C -6.18300 -0.72110 0.22360
C -6.25600 0.57430 -0.29240
F -7.41740 1.10400 -0.62530
C -5.08540 1.31570 -0.43440
F -5.15980 2.57070 -0.86740
C -3.83190 0.80330 -0.10700
P -2.34580 1.88260 -0.28630
C -2.60850 3.02240 1.10890
C -3.00860 2.45400 2.32270
C -3.10770 3.23990 3.45420
C -2.82400 4.59660 3.39180
C -2.41620 5.15710 2.19230
C -2.28020 4.37530 1.05520
C -2.55000 2.67830 -1.91880
C -3.05990 3.94950 -2.16440
C -3.07220 4.44610 -3.45720
C -2.60700 3.68240 -4.51420
C -2.12310 2.40260 -4.28230
C -2.07660 1.91190 -2.99140
C -3.77830 -0.49790 0.39560
Br -2.12320 -1.28800 0.94240
C -4.93510 -1.24940 0.56580
F -4.84720 -2.46960 1.06660
H -3.25850 1.40240 2.38260
H -3.41270 2.79420 4.38760
H -2.91810 5.21220 4.27480
H -2.19140 6.21170 2.14270
H -1.91240 4.81870 0.14050
H -3.46790 4.54190 -1.36290
H -3.46340 5.43290 -3.64110
H -2.62950 4.07140 -5.51980
H -1.78890 1.78970 -5.10580
H -1.70040 0.88930 -2.82170
O 1.36570 -0.54690 0.57190
N 2.16190 -1.55590 0.21070
C 3.28540 -1.76870 0.91540
C 4.10590 -2.82710 0.63160
C 3.75130 -3.70350 -0.39730
C 2.61030 -3.45730 -1.12660
C 1.82070 -2.33860 -0.84300
S 0.46720 -1.91270 -1.81590
H 3.46200 -1.06360 1.71410
H 4.99090 -2.97630 1.22510
H 4.36120 -4.56460 -0.61870
H 2.28970 -4.10290 -1.93130
C 1.03840 6.90960 -0.73140
C 1.61400 6.00000 -1.60790
C 1.75910 4.67810 -1.23230
C 1.32450 4.25680 0.02540
C 0.71320 5.15950 0.88950
C 0.58880 6.48530 0.50930
P 1.47890 2.49010 0.41620
C 3.22990 2.10950 0.06210
C 3.51880 1.26990 -1.01400
C 4.83220 1.01070 -1.36460
C 5.86500 1.57930 -0.63380
C 5.58120 2.40510 0.44220
C 4.26980 2.67760 0.79120
C 1.20530 2.30230 2.21130
C 1.83390 3.09080 3.17380
C 1.63960 2.82090 4.51740
C 0.84040 1.75980 4.91280
C 0.18920 0.98930 3.96210
C 0.35220 1.27730 2.62050
H 0.95030 7.95040 -1.00760
H 1.94840 6.32550 -2.58130
H 2.23170 3.97310 -1.90520
H 0.34460 4.83260 1.85180
H 0.13620 7.19400 1.18620
H 2.70230 0.83710 -1.61020
H 5.05770 0.37780 -2.21030
H 6.89070 1.38090 -0.90360
H 6.38470 2.84690 1.00830
H 4.05830 3.33760 1.61720
H 2.46650 3.91480 2.88020
H 2.12130 3.43830 5.25960
H 0.71580 1.53810 5.96050
H -0.43000 0.15690 4.25900
H -0.16430 0.67360 1.87140
*
```

Results of the Mulliken charge analysis, in e, for atoms 1 through 6: number 1, Y, carries 0.226; number 2, F, carries -0.244; number 3, C, carries 0.545; number 4, C, carries 0.199; number 5, F, carries -0.254; number 6, C, carries -0.126